1.
{
  "formula": "CH2Cl3OPS2",
  "method": "ωB97M-V with the def2-TZVPD basis set",
  "multiplicity": 1,
  "molar_mass_da": 231.49,
  "orbital_gap_ha": [0.268, 0.247],
  "homo_energy_ha": [-0.366, -0.340],
  "symbols": ["C", "O", "P", "S", "S", "Cl", "Cl", "Cl", "H", "H"],
  "coordinates": [[1.419, -0.061, -0.083], [-0.744, 0.469, -1.394], [-0.214, 0.990, 0.075], [0.134, 2.930, 0.248], [-2.293, -1.518, 2.039], [2.490, 0.353, 1.255], [2.194, 0.022, -1.596], [0.734, -1.699, 0.060], [-1.622, 0.701, -1.552], [-2.098, -2.186, 0.947]]
}

=====

2.
{
  "formula": "C18H21F2NO10PS2",
  "method": "ωB97M-V with the def2-TZVPD basis set",
  "multiplicity": 1,
  "molar_mass_da": 544.47,
  "orbital_gap_ha": 0.278,
  "homo_energy_ha": -0.238,
  "charge": -1,
  "symbols": ["C", "C", "C", "C", "C", "C", "C", "C", "C", "O", "C", "C", "C", "C", "O", "C", "C", "P", "O", "O", "O", "C", "C", "O", "C", "H", "H", "H", "H", "H", "H", "H", "H", "H", "H", "H", "H", "H", "H", "H", "H", "H", "H", "H", "H", "H", "N", "S", "O", "O", "F", "S", "O", "O", "F"],
  "coordinates": [[-5.352, -1.961, -2.807], [-3.883, -2.073, -2.535], [-3.231, -3.301, -2.501], [-1.867, -3.362, -2.210], [-1.097, -2.227, -1.949], [0.377, -2.342, -1.608], [0.945, -3.717, -1.953], [1.253, -1.256, -2.273], [-1.775, -0.997, -1.969], [-1.072, 0.152, -1.677], [-1.625, 0.978, -0.669], [-0.555, 1.838, -0.101], [0.621, 2.070, -0.665], [1.567, 2.958, 0.004], [2.429, 3.536, -0.602], [1.430, 3.131, 1.473], [2.632, 3.544, 2.255], [2.464, 5.193, 3.019], [3.480, 6.131, 2.541], [2.458, 4.959, 4.599], [1.006, 5.774, 2.774], [0.249, 2.880, 2.035], [-0.880, 2.492, 1.187], [-2.029, 2.700, 1.512], [-3.134, -0.928, -2.269], [-5.741, -2.872, -3.244], [-5.580, -1.094, -3.415], [-5.865, -1.817, -1.858], [-3.804, -4.196, -2.688], [-1.414, -4.337, -2.188], [0.494, -2.210, -0.537], [2.023, -3.711, -1.901], [0.645, -3.990, -2.964], [0.540, -4.474, -1.291], [1.328, -0.388, -1.637], [2.263, -1.634, -2.378], [0.870, -0.954, -3.243], [-2.412, 1.628, -1.048], [-2.055, 0.385, 0.135], [0.887, 1.636, -1.612], [3.543, 3.511, 1.677], [2.754, 2.827, 3.060], [3.311, 4.602, 4.872], [0.322, 5.281, 3.246], [0.117, 2.950, 3.102], [-3.632, 0.028, -2.300], [1.211, -1.369, 2.358], [1.124, -2.956, 2.437], [1.817, -3.538, 3.537], [1.170, -3.628, 1.182], [-0.408, -3.038, 2.855], [2.628, -0.789, 2.010], [2.672, 0.619, 2.268], [3.221, -1.260, 0.801], [3.561, -1.387, 3.153]]
}

=====

3.
{
  "formula": "C6H14NS",
  "method": "ωB97M-V with the def2-TZVPD basis set",
  "multiplicity": 1,
  "molar_mass_da": 132.25,
  "orbital_gap_ha": 0.218,
  "homo_energy_ha": -0.422,
  "charge": 1,
  "symbols": ["C", "C", "C", "C", "C", "C", "N", "S", "H", "H", "H", "H", "H", "H", "H", "H", "H", "H", "H", "H", "H", "H"],
  "coordinates": [[-1.722, -1.083, 0.432], [-1.044, -0.618, -0.578], [-2.609, -0.483, 1.400], [0.988, 1.146, 0.437], [2.617, 1.032, -1.590], [2.061, 0.479, -0.376], [-0.144, -1.376, -1.298], [2.753, -0.888, 0.278], [-1.635, -2.168, 0.681], [-1.199, 0.432, -0.991], [-2.821, 0.640, 1.224], [-2.333, -0.576, 2.475], [-3.668, -0.908, 1.228], [1.564, 2.043, 0.811], [0.177, 1.422, -0.193], [0.774, 0.435, 1.130], [2.211, 0.555, -2.526], [2.307, 2.116, -1.632], [3.765, 0.975, -1.610], [-0.050, -1.209, -2.280], [-0.027, -2.393, -1.142], [3.760, -1.297, -0.740]]
}

=====

4.
{
  "formula": "C4H5NO2",
  "method": "ωB97M-V with the def2-TZVPD basis set",
  "multiplicity": 1,
  "molar_mass_da": 99.09,
  "orbital_gap_ha": 0.380,
  "homo_energy_ha": -0.346,
  "symbols": ["N", "C", "C", "C", "O", "C", "O", "H", "H", "H", "H", "H"],
  "coordinates": [[-0.644, -1.577, -0.236], [-0.096, -0.273, -0.178], [1.332, 0.149, 0.038], [0.282, 0.614, 0.980], [-0.391, 1.766, 0.477], [-0.891, 0.981, -0.540], [-1.810, 1.242, -1.252], [-0.141, -2.188, -0.867], [-1.614, -1.532, -0.535], [1.965, -0.305, 0.769], [1.816, 0.806, -0.675], [0.192, 0.317, 2.018]]
}

=====

5.
{
  "formula": "CFN4S",
  "method": "ωB97M-V with the def2-TZVPD basis set",
  "multiplicity": 1,
  "molar_mass_da": 119.10,
  "orbital_gap_ha": [0.248, 0.232],
  "homo_energy_ha": [-0.185, -0.181],
  "charge": -1,
  "symbols": ["C", "N", "N", "N", "N", "F", "S"],
  "coordinates": [[0.548, 0.618, -0.049], [-0.562, 1.309, 0.258], [-1.541, 0.443, 0.148], [-1.093, -0.720, -0.205], [0.188, -0.653, -0.365], [2.021, -1.983, 0.212], [2.102, 1.252, -0.113]]
}

=====

6.
{
  "formula": "C34H52CoN5OPS5",
  "method": "ωB97M-V with the def2-TZVPD basis set",
  "multiplicity": 2,
  "molar_mass_da": 797.07,
  "orbital_gap_ha": [0.254, 0.290],
  "homo_energy_ha": [-0.456, -0.456],
  "charge": 2,
  "symbols": ["Co", "C", "C", "S", "C", "C", "S", "C", "C", "S", "C", "C", "S", "H", "H", "H", "H", "H", "H", "H", "H", "H", "H", "H", "H", "H", "H", "H", "H", "C", "P", "C", "C", "C", "C", "C", "C", "C", "H", "H", "H", "H", "H", "H", "H", "H", "H", "H", "H", "C", "C", "C", "C", "C", "N", "C", "O", "N", "C", "C", "C", "C", "N", "C", "C", "C", "H", "H", "H", "H", "H", "H", "H", "H", "H", "H", "H", "H", "H", "C", "C", "N", "C", "S", "N", "C", "C", "H", "H", "H", "H", "H", "H", "H", "H", "H", "H", "H", "H"],
  "coordinates": [[0.775, 0.484, 2.461], [-1.473, 2.828, 3.377], [-1.117, 3.461, 2.030], [0.430, 2.908, 1.238], [1.658, 3.918, 2.105], [1.846, 3.617, 3.585], [2.124, 1.844, 3.839], [1.522, 1.623, 5.531], [1.587, 0.145, 5.891], [0.843, -0.974, 4.676], [-0.927, -0.929, 5.064], [-1.639, 0.405, 4.873], [-1.379, 1.036, 3.192], [-2.495, 3.098, 3.646], [-0.814, 3.148, 4.179], [-1.085, 4.547, 2.128], [-1.894, 3.230, 1.300], [1.413, 4.971, 1.970], [2.585, 3.736, 1.561], [0.980, 3.921, 4.169], [2.711, 4.156, 3.970], [0.512, 2.020, 5.595], [2.160, 2.200, 6.201], [1.141, -0.032, 6.870], [2.628, -0.177, 5.951], [-1.071, -1.274, 6.088], [-1.355, -1.689, 4.406], [-1.303, 1.149, 5.593], [-2.710, 0.264, 5.018], [3.792, 1.267, 0.968], [2.773, -0.151, 1.480], [3.826, -1.005, 2.700], [2.868, -1.257, 0.045], [3.112, -0.752, -1.230], [3.306, -1.615, -2.298], [3.257, -2.986, -2.105], [3.004, -3.500, -0.841], [2.813, -2.641, 0.228], [3.250, 1.862, 0.233], [4.718, 0.909, 0.516], [4.045, 1.879, 1.833], [4.733, -1.367, 2.216], [3.299, -1.852, 3.138], [4.100, -0.313, 3.497], [3.152, 0.313, -1.409], [3.504, -1.207, -3.280], [3.428, -3.658, -2.935], [2.976, -4.570, -0.683], [2.672, -3.065, 1.213], [1.319, -5.365, -4.234], [0.091, -4.661, -3.727], [0.065, -3.284, -3.544], [-1.079, -2.627, -3.113], [-2.228, -3.355, -2.844], [-3.457, -2.747, -2.461], [-3.684, -1.515, -1.925], [-4.688, -0.871, -2.149], [-2.714, -0.947, -1.087], [-1.832, -1.511, -0.171], [-1.673, -2.861, 0.112], [-0.722, -3.227, 1.056], [0.017, -2.265, 1.707], [-0.167, -0.955, 1.470], [-1.057, -0.603, 0.547], [-2.215, -4.738, -2.999], [-1.070, -5.376, -3.441], [2.051, -4.656, -4.618], [1.068, -6.051, -5.043], [1.792, -5.955, -3.446], [0.946, -2.694, -3.765], [-1.054, -1.550, -3.010], [-4.280, -3.094, -2.933], [-3.007, -0.009, -0.855], [-2.268, -3.614, -0.379], [-0.561, -4.269, 1.292], [0.752, -2.528, 2.454], [-1.163, 0.453, 0.345], [-3.113, -5.308, -2.792], [-1.085, -6.450, -3.582], [-1.752, 5.455, -2.709], [-1.010, 4.396, -3.509], [-0.427, 3.346, -2.673], [-0.753, 2.054, -2.536], [0.385, 0.986, -1.828], [-1.927, 1.553, -2.944], [-3.197, 2.172, -3.334], [-3.514, 1.974, -4.807], [-2.151, 6.221, -3.375], [-1.078, 5.944, -2.004], [-2.582, 5.030, -2.143], [-0.184, 4.861, -4.049], [-1.640, 3.939, -4.267], [0.474, 3.549, -2.271], [-1.946, 0.547, -2.877], [-3.184, 3.222, -3.062], [-3.978, 1.703, -2.730], [-2.767, 2.447, -5.446], [-4.490, 2.398, -5.041], [-3.544, 0.912, -5.052]]
}

=====

Results for electronic energy: -2632.78071, -2843.31318, -689.60368, -360.57975, -755.09419, -5390.50219 (in Eh, following the order of the records).
Results for relative energy (zero: lowest compared OMol25 entry of this formula, charge and spin): 306.58, 0.00, 290.94, 235.42, 261.82, 0.00 (in kJ/mol, following the order of the records).